No. 1
ORCA calculation (ωB97M-V/def2-TZVPD) on 3 unconnected molecules or ions with the total composition C3H10NO4 in a non-equilibrium geometry.

## Properties
- E_tot (Eh) = -475.89670
- expectation value of S² = 0.7580
- energy above the lowest of the compared OMol25 structures with the same formula, charge and spin (kJ/mol) = 159.7
- multiplicity = 2
- LUMO energy (alpha / beta) (hartree) = 0.015 / -0.155

Each line ends with the natural charge from an NBO analysis.
Cartesian coordinates (Å):
C1 0.1700 2.0715 -0.4290  -0.409
N1 -0.0325 0.7631 0.1635  -0.584
C2 -0.7578 -0.2133 -0.6945  -0.307
C3 0.1921 -0.7185 -1.9233  0.701
O1 -0.1404 -1.8060 -2.4597  -0.248
O2 1.2711 -0.1286 -2.0201  -0.599
H1 0.9976 2.0166 -1.0777  0.217
H2 0.3998 2.7437 0.2340  0.204
H3 -0.6786 2.3914 -1.1264  0.190
H4 0.8928 0.3063 0.1594  0.391
H5 -1.6540 0.3481 -0.9988  0.235
H6 -1.1561 -1.0127 -0.0028  0.231
H7 0.0114 -2.9247 0.0154  0.457
H8 0.3928 -2.1624 1.2012  0.459
O3 0.4046 -3.0562 0.8665  -0.911
H9 -0.7396 0.4624 3.1024  0.456
H10 0.1560 0.4511 1.9797  0.471
O4 0.2707 0.4682 3.0103  -0.953

No. 2
ORCA calculation (ωB97M-V/def2-TZVPD) on 2 unconnected molecules or ions with the total composition C3H10NOP in a non-equilibrium geometry.

## Properties
- E_tot (Eh) = -591.53464
- energy above the lowest of the compared OMol25 structures with the same formula, charge and spin (kJ/mol) = 388.8
- LUMO energy (alpha / beta) (hartree) = -0.025 / -0.019

Each line ends with the natural charge from an NBO analysis.
Cartesian coordinates (Å):
C1 -1.0065 1.7601 -0.7451  -0.613
C2 2.2360 -0.8184 0.7493  -0.947
C3 0.1954 1.4277 0.1658  -0.774
N1 -1.7222 -1.6141 0.0222  -0.777
O1 1.2288 -0.0865 -1.8915  -1.017
P1 0.8989 -0.1871 -0.4783  1.646
H1 -0.8019 2.2786 -1.6198  0.217
H2 -1.4955 0.7657 -0.8512  0.216
H3 -1.7095 2.4106 -0.2903  0.213
H4 3.1462 -0.8394 0.1734  0.247
H5 2.2786 -0.0402 1.5684  0.243
H6 2.0656 -1.7554 1.1434  0.237
H7 -0.1369 1.2472 1.2358  0.239
H8 0.8550 2.3695 0.1317  0.242
H9 -1.9759 -1.5266 -0.8933  0.306
H10 -1.1293 -2.5041 0.2186  0.322

No. 3
ORCA calculation (ωB97M-V/def2-TZVPD) on 2 unconnected molecules or ions with the total composition C3H10NOP in a non-equilibrium geometry.

## Properties
- E_tot (Eh) = -591.49612
- expectation value of S² = 2.0080
- energy above the lowest of the compared OMol25 structures with the same formula, charge and spin (kJ/mol) = 110.4
- multiplicity = 3
- LUMO energy (alpha / beta) (hartree) = 0.035 / -0.103

Each line ends with the natural charge from an NBO analysis.
Cartesian coordinates (Å):
C1 -1.3723 -1.2514 -0.1081  -0.597
C2 -1.6501 0.1540 0.4203  -0.491
C3 -0.7721 1.1852 -0.1433  -0.299
N1 1.3790 0.5245 0.8453  -0.709
O1 3.6300 -0.5107 0.1266  -1.056
P1 2.4270 0.1835 -0.3457  1.650
H1 -0.3319 -1.5199 0.0628  0.186
H2 -2.0014 -1.9772 0.3987  0.215
H3 -1.5683 -1.3103 -1.1771  0.208
H4 -1.6050 0.1758 1.5098  0.206
H5 -2.6821 0.4294 0.1502  0.221
H6 -0.4095 1.0763 -1.1496  0.156
H7 -0.6985 2.1522 0.3157  0.181
H8 1.1574 -0.2783 1.4198  0.353
H9 1.8232 -0.4671 -1.4299  -0.108
H10 2.6746 1.4341 -0.8953  -0.115

No. 4
ORCA calculation (ωB97M-V/def2-TZVPD) on 2 unconnected molecules or ions with the total composition C3H10NOS in a non-equilibrium geometry.

## Properties
- E_tot (Eh) = -648.45338
- net charge = -1
- energy above the lowest of the compared OMol25 structures with the same formula, charge and spin (kJ/mol) = 205.3
- LUMO energy (hartree) = 0.120

Each line ends with the natural charge from an NBO analysis.
Cartesian coordinates (Å):
C1 2.7231 0.7909 -1.2697  -0.765
S1 2.2521 1.5744 0.2605  0.101
C2 0.4167 1.2203 0.0429  -0.697
H1 3.4435 1.3656 -1.8343  0.201
H2 3.2624 -0.1667 -1.0570  0.201
H3 1.9318 0.5530 -1.9903  0.222
H4 0.2087 0.1886 -0.2183  0.228
H5 0.1200 1.8647 -0.7876  0.185
H6 -0.2191 1.4049 0.9085  0.294
N1 -1.6488 -2.0678 0.4116  -0.919
C3 -2.3734 -0.9508 1.1769  0.139
O1 -1.8705 0.2659 1.0036  -0.965
H7 -0.6889 -2.0024 0.7310  0.330
H8 -1.7270 -1.6687 -0.5242  0.331
H9 -2.3716 -1.3146 2.2275  0.057
H10 -3.4590 -1.0573 0.9191  0.057

No. 5
ORCA calculation (ωB97M-V/def2-TZVPD) on 2 unconnected molecules or ions with the total composition C3H10NOS.

## Properties
- E_tot (Eh) = -648.43439
- expectation value of S² = 0.7527
- energy above the lowest of the compared OMol25 structures with the same formula, charge and spin (kJ/mol) = 0.0
- multiplicity = 2
- LUMO energy (alpha / beta) (hartree) = 0.027 / -0.087

Each line ends with the natural charge from an NBO analysis.
Cartesian coordinates (Å):
C1 -1.2718 -0.5138 0.0394  -0.627
C2 -0.3226 -0.4072 -1.1456  -0.050
C3 1.1500 -0.3166 -0.7349  -0.599
S1 1.6065 1.1674 0.1435  0.095
N1 -0.6532 0.6888 -2.0583  -0.838
H1 -1.0045 -1.3335 0.6957  0.218
H2 -1.2296 0.4011 0.6418  0.204
H3 -2.2881 -0.6432 -0.3208  0.213
H4 -0.3655 -1.3369 -1.7382  0.187
H5 1.7103 -0.1962 -1.6809  0.257
H6 1.4384 -1.2341 -0.2192  0.227
H7 -0.1063 1.5025 -1.7956  0.361
H8 -1.6210 0.9680 -1.9353  0.357
H9 0.8063 0.7681 4.0522  0.467
H10 1.1099 0.4476 2.5886  0.469
O1 1.0413 0.0379 3.4675  -0.941

No. 6
ORCA calculation (ωB97M-V/def2-TZVPD) on 2 unconnected molecules or ions with the total composition C3H10NOS in a non-equilibrium geometry.

## Properties
- E_tot (Eh) = -648.08150
- net charge = +1
- energy above the lowest of the compared OMol25 structures with the same formula, charge and spin (kJ/mol) = 411.2
- LUMO energy (hartree) = -0.179

Each line ends with the natural charge from an NBO analysis.
Cartesian coordinates (Å):
C1 0.8678 -1.2545 -1.3124  -0.414
C2 -1.7587 1.1394 0.0307  -0.299
C3 1.1711 0.4992 0.3225  0.011
N1 0.8193 -0.8419 0.1875  -0.731
O1 -1.7742 -0.2027 0.6344  -0.723
S1 2.1409 0.7851 1.7829  0.187
H1 1.9782 -1.3397 -1.7288  0.246
H2 0.5091 -2.2199 -1.4000  0.226
H3 0.3549 -0.5051 -1.9766  0.254
H4 -1.4747 1.0317 -1.0137  0.200
H5 -0.9813 1.8765 0.3925  0.213
H6 -2.7921 1.5572 -0.0828  0.224
H7 1.3235 -1.6441 0.6644  0.417
H8 -0.3139 -0.8150 0.5925  0.519
H9 -2.2055 -0.1040 1.4572  0.504
H10 2.1357 2.0379 1.4499  0.166

No. 7
ORCA calculation (ωB97M-V/def2-TZVPD) on a gas-phase ion, C3H10NOS (charge +1) in a non-equilibrium geometry.

## Properties
- E_tot (Eh) = -648.17643
- net charge = +1
- energy above the lowest of the compared OMol25 structures with the same formula, charge and spin (kJ/mol) = 162.0
- LUMO energy (hartree) = -0.122

Each line ends with the natural charge from an NBO analysis.
Cartesian coordinates (Å):
C1 -1.1236 0.8120 0.2473  -0.114
O1 -1.1764 1.1044 1.6796  -0.741
C2 0.2548 0.4039 -0.0440  -0.084
C3 0.1759 -0.6697 -1.1594  -0.530
S1 1.9818 -1.0152 -1.5607  -0.083
N1 0.7126 -0.4025 1.2100  -0.686
H1 -1.3458 1.5988 -0.4739  0.220
H2 -1.7959 -0.0039 -0.0803  0.187
H3 -1.9276 1.8264 1.6688  0.523
H4 0.8091 1.2865 -0.3259  0.260
H5 -0.1965 -0.0987 -2.0303  0.248
H6 -0.5038 -1.5259 -0.9183  0.236
H7 1.7724 -2.0252 -2.6205  0.202
H8 1.6914 -0.4610 1.3335  0.448
H9 0.1688 -1.2085 1.2306  0.441
H10 0.5027 0.3788 1.8438  0.472

No. 8
ORCA calculation (ωB97M-V/def2-TZVPD) on a gas-phase ion, C3H10NOS (charge +1) in a non-equilibrium geometry.

## Properties
- E_tot (Eh) = -648.14646
- net charge = +1
- energy above the lowest of the compared OMol25 structures with the same formula, charge and spin (kJ/mol) = 240.7
- LUMO energy (hartree) = -0.136

Each line ends with the natural charge from an NBO analysis.
Cartesian coordinates (Å):
C1 -0.4247 1.4435 0.3484  -0.431
C2 -1.5304 -0.6412 0.0460  -0.450
C3 0.5423 -0.2857 -1.0659  -0.323
N1 -0.2573 -0.0420 0.1234  -0.393
O1 2.1934 -0.6329 0.8878  -0.888
S1 2.4589 0.2258 -0.5188  0.512
H1 -0.7453 1.7823 -0.6838  0.228
H2 -1.2205 1.6092 1.1241  0.249
H3 0.6765 1.7685 0.5740  0.258
H4 -2.3228 -0.0486 -0.3798  0.246
H5 -1.5238 -1.6326 -0.2695  0.241
H6 -1.9576 -0.7360 1.0004  0.243
H7 0.6443 -1.4439 -1.1619  0.249
H8 0.1196 0.0599 -1.9827  0.250
H9 0.2562 -0.2956 0.9897  0.476
H10 3.0915 -1.1307 0.9687  0.532